Record 1
This record from the OMol25 dataset describes a 13-piece molecular cluster, C64H132N6O33 overall in a non-equilibrium geometry. The level of theory is ωB97M-V/def2-TZVPD.

Its LUMO energy is 0.3 eV. The calculation puts the gap between HOMO and LUMO at 0.3197 hartree.

```
235
C64H132N6O33 (ωB97M-V/def2-TZVPD)
O 2.0642 4.4403 -0.5709
O 4.5147 -1.2205 -8.9990
O 0.3815 -5.7197 5.5211
O -4.5780 3.0800 -5.9664
O 0.5728 -7.6292 4.3924
O -1.8498 3.6319 3.7013
O -4.8058 -0.4898 3.8360
O 2.2317 3.9537 5.0602
O -2.7966 7.7546 2.0644
O 1.2767 -7.5995 6.4719
O 4.0605 4.9131 0.1537
O 4.1196 -3.3362 2.6850
O -3.8822 1.4964 -4.4709
O 3.9831 3.0861 4.0651
O 6.4899 -4.6413 8.5610
O 3.0274 -1.5610 -1.4417
O -1.4839 4.1528 -7.7604
O 3.4597 2.3936 6.1424
O -1.6337 6.3725 -7.2752
O 0.5250 1.7660 -5.3610
O 4.2717 -5.1685 8.9057
O -5.2419 -0.9589 -0.7694
O 5.1781 -5.4295 6.8658
O -3.2814 -0.2457 5.4398
O -1.7477 -1.5047 -4.1096
O -3.7691 3.6689 -3.9745
O -3.6170 -6.0976 1.6692
O 0.1560 5.5645 -8.2563
O -0.0125 -4.6029 0.2270
O 1.2221 -0.1984 2.5426
O 3.6713 4.6961 -2.0711
O -2.9439 -1.7949 3.8275
O -0.8375 1.8407 -1.0595
N 5.0525 -1.2631 0.5585
N -2.5126 -5.6738 -0.8074
N -0.3759 6.2286 2.6933
N -4.2044 -2.2719 -3.1632
N 2.0339 0.9720 -7.4131
N -1.3125 -0.2585 0.8954
C 2.5649 -0.2069 -8.0810
C -5.6344 -2.1010 -2.8593
C 1.3728 -4.6563 0.2271
C -5.1515 0.6442 4.5911
C 0.3444 -4.1526 3.4801
C -3.7421 6.0571 -4.0656
C -3.9452 -1.8881 -4.5529
C 5.4507 -5.0643 8.1418
C 0.6919 4.2206 -8.4485
C -1.7224 0.7030 -1.3167
C 1.9793 4.1641 0.8473
C 5.7118 -1.0406 -9.7744
C -1.5013 3.0584 -1.1445
C -0.6956 -1.3878 1.6575
C -0.4422 -1.5274 -4.5006
C -2.0342 -4.2597 -0.9987
C 0.7854 -1.3227 1.8847
C 2.1054 2.6651 1.2288
C -4.7564 -1.0839 0.5830
C -1.6945 2.3526 3.1090
C -2.5583 -2.2294 -4.9578
C -4.2666 4.5080 -6.0576
C -4.0337 -5.8047 2.9530
C 3.3173 4.6860 -0.9850
C 4.9242 0.4799 6.4932
C -3.5820 -0.8879 4.3060
C -1.0824 5.4620 -7.7327
C 3.1970 4.9508 1.3088
C 4.7562 -1.1002 2.0262
C -3.8330 2.0481 6.1241
C -4.2931 -5.2957 0.6994
C 0.7662 -7.0190 5.5742
C 3.4335 -0.2619 -0.9541
C -0.4809 3.2351 -8.2392
C -4.0523 8.3502 2.2189
C 1.8452 2.2982 -5.3564
C 2.4489 -4.0535 7.8216
C 3.1283 3.2302 5.0758
C -5.8654 -2.0778 -1.3453
C 4.4066 -4.5555 3.3026
C 3.9710 -0.0062 -8.6265
C 3.8475 -5.8653 6.7483
C -1.1779 -0.4999 -0.5507
C -4.3807 4.8264 -4.5524
C 4.8242 -0.1919 -0.3635
C -3.9392 -5.8756 -0.6089
C -0.4049 2.4460 -4.4270
C 4.8809 1.9371 4.3547
C -0.2020 -5.4087 4.1802
C 3.1649 -5.3606 7.9937
C 0.0904 -6.7344 3.4073
C 1.1016 -0.2792 3.9546
C -3.9980 2.6447 -4.8157
C 2.7135 1.3215 -6.1108
C -0.9909 2.5073 -9.4729
C 3.8313 -2.1144 -2.3959
C 5.0754 -2.3516 2.8673
C 4.7773 1.8514 5.9140
C -4.3038 0.6805 5.8183
C -0.4837 -4.2639 -1.0659
C -0.5402 5.7228 4.0764
C -1.3663 5.8895 1.7105
C -2.8344 6.2898 2.0489
C -0.6866 4.1811 4.2379
H -1.1163 6.4464 0.7592
H -1.6445 1.7179 -9.0697
H 1.7295 -1.1639 4.2805
H 2.5549 -1.0439 -7.3473
H 1.1071 4.6435 1.1530
H -4.6773 8.2650 1.3390
H -2.7438 6.1982 -4.5596
H -2.5350 -3.9099 -1.9002
H 5.5249 -0.6551 -10.7993
H -2.3609 -3.5866 -0.1864
H 3.9245 0.6736 -9.4525
H 0.0773 -3.1908 3.9598
H -3.4989 2.1233 7.1985
H 5.8829 0.0473 6.2904
H -4.5992 2.8437 5.9977
H 4.7440 0.4256 7.5392
H 0.3014 6.0724 4.7247
H -0.1351 -0.7106 -0.9335
H -5.4284 -2.9993 -0.9285
H -0.1231 -3.2731 -1.4926
H -4.1409 -6.9304 -0.5512
H -0.2733 -4.0986 2.5910
H 1.2674 2.0806 0.8932
H -4.0753 -4.1803 0.6497
H 1.8268 -3.8264 -0.2643
H -0.1817 2.5339 -7.4774
H -0.4718 7.2402 2.7768
H 1.5261 0.6826 4.3050
H 1.0705 4.1903 -9.4259
H -4.9790 5.0539 -6.7353
H -1.3239 1.6776 3.9137
H 3.6857 -5.2276 2.8734
H -3.5285 5.9019 -3.0076
H 1.4300 -4.2938 8.1128
H 1.7975 -5.4869 -0.3154
H 0.1092 -0.9151 -3.7798
H -2.1096 3.3532 -2.0031
H 5.0159 0.8043 0.0316
H -4.9305 1.5487 3.9794
H -1.1810 -1.5586 2.6023
H 3.5222 -5.6255 5.7153
H 3.7516 1.6453 -6.3059
H -0.2033 1.9593 -9.9697
H 2.6959 0.3582 -5.5712
H -5.4365 4.7144 -4.3006
H 1.0327 0.8317 -7.2138
H -1.8078 -1.3960 -0.7952
H 3.2086 0.5495 -1.7117
H -2.0362 -6.0108 -0.0236
H -3.6883 -1.5888 -2.5711
H -0.6910 3.7701 -0.9626
H 6.0315 -2.6964 2.6569
H -4.5412 -0.0184 0.8851
H 2.1855 2.4382 -4.3288
H -6.9500 -2.1572 -1.0913
H -4.5321 7.8339 3.0376
H 1.4988 4.0961 -7.7265
H 4.6116 0.4622 -7.8204
H -6.1284 -2.9209 -3.2740
H 4.9535 -1.9869 3.9057
H 5.4765 -4.9208 3.2019
H -4.3710 6.8920 -4.3041
H -2.4899 -1.9760 -6.0129
H -0.1637 -4.9735 -1.8135
H 2.7220 -0.0866 -0.1380
H -4.4958 -5.3842 -1.3966
H 3.9334 -1.4914 -3.2619
H 0.0761 -0.4506 4.2865
H -5.5448 -1.5673 1.2086
H 1.2987 -1.4014 0.9430
H 4.9231 -2.2719 -2.0971
H 1.3918 -4.2207 3.2188
H 1.0048 -2.2110 2.4615
H 0.2700 3.8089 3.9183
H -1.3307 4.8458 1.4794
H -4.7986 0.2122 6.6087
H 1.9687 -0.4899 -8.9213
H -4.1155 -4.7156 3.1310
H 2.2666 2.5352 2.2717
H -5.3559 -5.4579 0.8545
H 2.8264 -3.2339 8.4347
H -3.3728 -6.3004 3.6605
H -3.1265 5.9358 3.0630
H 5.4914 -0.2308 -1.1800
H -1.5062 6.1873 4.4658
H -2.4469 -3.3176 -4.8727
H 5.5327 2.4847 6.3117
H -2.7745 0.9787 -1.1702
H 0.8675 -6.5532 2.6317
H -2.6525 1.9752 2.7177
H -3.2476 4.7688 -6.3702
H 3.4469 -3.1439 -2.7003
H -3.1241 2.3462 5.3996
H -2.1440 3.1027 -0.2335
H -6.2435 0.4958 4.7299
H 0.0556 -2.4923 -4.5815
H -1.2362 1.7679 -4.3128
H -0.9306 2.4103 2.3348
H 4.4374 1.0529 3.8887
H -1.5222 3.2156 -10.1372
H 5.3364 -0.2416 2.4134
H 4.1109 -4.5578 4.3649
H 3.6603 4.4452 2.1567
H -4.0004 9.4402 2.3115
H -0.4062 -1.0821 -5.5417
H -1.6220 0.5468 -2.4115
H 3.8740 -6.9669 6.7849
H -0.8300 -2.2973 0.9881
H 1.8889 3.2995 -5.8248
H -4.1320 -0.7915 -4.7924
H -0.6651 4.0098 5.3288
H 2.4462 -3.7647 6.7000
H 3.7220 -0.8866 2.1973
H 5.7985 2.1561 3.8699
H 2.9899 6.0007 1.6120
H -3.8724 -1.7603 0.6327
H 1.7813 -4.5930 1.2194
H -1.2670 -5.2682 4.4113
H -4.6329 -2.4860 -5.0963
H -6.0100 -1.1418 -3.2760
H -0.8655 -7.1759 2.9401
H -3.5426 5.8480 1.3162
H 0.1205 2.5280 -3.4986
H 2.5835 -6.1779 8.3967
H 4.1541 -0.1756 6.0391
H 3.0299 2.3007 0.7708
H 6.1476 -2.0298 -9.9449
H -5.1138 -6.0447 3.0926
H -0.7535 0.6011 0.9955
H -0.6777 3.3941 -4.9302
H 6.0504 -1.3989 0.5964
H 6.4683 -0.4150 -9.2317
```

Mulliken atomic charge list, values in e, 99 entries: O -0.44; O -0.35; O -0.30; O -0.37; O -0.38; O -0.39; O -0.21; O -0.42; O -0.34; O -0.56; O -0.45; O -0.08; O -0.53; O -0.27; O -0.53; O 0.20; O -0.32; O -0.41; O -0.48; O -0.29; O -0.45; O -0.39; O -0.39; O -0.31; O 0.51; O -0.15; O -0.35; O -0.45; O -0.03; O 0.88; O -0.49; O -0.48; O 0.97; N 0.02; N -0.42; N -0.18; N 0.13; N 0.00; N 1.28; C -0.66; C -0.93; C -0.45; C -0.59; C 0.31; C -1.27; C -0.54; C 0.52; C -0.31; C -0.60; C 1.24; C -0.71; C -0.68; C 1.12; C -0.97; C 0.52; C 0.30; C 0.50; C -0.01; C 0.11; C -0.90; C 0.34; C -0.71; C 0.66; C -1.30; C 0.42; C 0.58; C -0.10; C 0.33; C -1.21; C -0.10; C 0.47; C 0.93; C 2.13; C -0.77; C -0.27; C -0.98; C 0.46; C 0.16; C -0.84; C -0.30; C 0.25; C 1.84; C 0.20; C -1.54; C -1.02; C -0.04; C 0.33; C 0.20; C 0.52; C 0.09; C -0.26; C 0.45; C -0.75; C -1.65; C -1.02; C -1.02; C 0.46; C 0.52; C -0.57

Record 2
This record from the OMol25 dataset describes a 9-piece molecular cluster, C64H141F2N8O7S2 overall in a non-equilibrium geometry. The level of theory is ωB97M-V/def2-TZVPD.

Its LUMO energy is -8.9 eV. Its charge is +5. The calculation puts the gap between HOMO and LUMO at 0.2071 hartree.

```
224
C64H141F2N8O7S2 (ωB97M-V/def2-TZVPD)
S 0.3998 0.7677 1.2930
S -0.2069 -1.4677 0.7399
F 1.4331 1.5142 2.2635
F 0.3625 -3.0127 0.8197
O 2.6910 3.9672 3.0565
O 2.3334 4.2927 5.1828
O -0.0857 -1.2143 -0.7001
O 3.0817 6.0269 3.9685
O 0.9687 1.2870 0.0967
O -0.8908 1.1429 1.7981
O -1.5145 -1.6691 1.3291
N 1.5446 3.2502 -6.4364
N -4.8128 2.5703 1.8897
N 0.1737 5.9247 -0.3074
N 4.6209 -1.0261 0.4577
N -4.5813 -5.0193 2.6224
N 2.0330 -3.2947 -5.8725
N 0.8085 -0.8648 1.5916
N 0.9095 -0.9135 5.7278
C -0.3995 1.4316 5.1798
C -0.5058 4.5664 -7.4228
C 2.1168 -0.5483 4.9094
C 0.2076 0.4167 6.2169
C -4.3989 -5.8702 3.9345
C 1.2509 1.8411 -4.2767
C 0.3126 6.7726 2.1091
C 0.8566 -3.9814 5.5480
C -6.9119 -6.0750 4.1056
C -4.3410 1.4711 4.1518
C 4.3638 -0.3262 1.7669
C 4.4813 -2.5703 0.7177
C 3.3749 3.8565 -1.0932
C -0.9924 -5.7018 1.0890
C 2.7223 4.7981 4.1471
C -8.6358 2.9716 1.4632
C -0.4548 6.2083 -1.7009
C 1.7433 0.6302 -3.4529
C -7.1898 2.7812 0.9319
C 4.7449 1.1319 1.7053
C -4.3274 3.7580 1.0043
C -0.4118 4.3571 1.6811
C 1.8870 -3.2794 6.4408
C 1.7235 -2.9910 -4.3692
C 3.3762 -4.0490 -5.8581
C 2.6621 -5.4126 -7.8329
C -0.0084 7.1172 0.6328
C 6.0993 1.5290 1.2164
C 0.4787 -3.0881 4.3784
C 0.7398 -3.9106 -2.1376
C 2.1766 4.4537 -5.6914
C 3.5334 -0.5382 -0.5174
C -4.4897 -3.5301 3.0022
C 1.6032 5.4852 -0.3268
C -3.5071 -5.4737 1.5545
C -4.6234 -0.0048 2.1967
C -5.6226 -5.7404 4.8179
C -0.4121 5.5097 2.6719
C -0.0924 -1.7612 4.8592
C 2.2268 -1.9080 -6.6079
C 1.9594 1.9760 -5.6509
C 1.4393 -1.8303 6.9139
C -7.1865 -5.2872 2.8166
C 1.9817 4.3862 -1.3839
C -2.1035 -5.1893 2.0439
C 0.8577 -4.1796 -6.5096
C -5.9461 -5.3567 1.8964
C 4.1300 -4.8715 -0.2451
C 0.2267 4.6134 -8.7979
C -3.9957 2.6814 3.2318
C 6.0431 -0.6827 -0.1315
C 6.2480 0.8536 -0.1413
C -4.4148 1.2198 1.2011
C -6.3110 2.7279 2.1243
C -0.7901 4.8215 0.2174
C 1.3327 -4.7528 -7.8917
C -4.0255 0.1399 3.5463
C -0.0368 3.4187 -6.4418
C 2.1772 3.2020 -7.8678
C -0.8253 2.6863 5.8655
C 4.7452 -3.4407 -0.4897
C 1.4903 -4.1720 -3.4406
C 1.8133 4.4589 -8.7382
C 3.7698 -4.5826 -7.2552
H 2.5102 -2.3807 -3.9257
H 6.0653 -1.0136 -1.1698
H 6.7417 -1.2511 0.4826
H -0.3825 2.4472 -6.7950
H -1.2450 1.1586 4.5483
H 1.8138 -0.0252 4.0023
H 5.0948 -0.8064 2.4173
H -5.8608 -6.4048 1.6095
H -3.7780 1.4554 5.0850
H 4.6015 1.5590 2.6978
H -3.7240 -6.5374 1.4569
H -0.9591 -1.9840 5.4816
H -0.3344 -3.7417 -2.2130
H 2.9113 -5.8015 -8.8201
H -1.0184 3.4224 5.0851
H 6.1411 2.6174 1.2564
H 2.7737 0.7389 -3.1145
H 4.1264 4.5669 -0.7487
H -6.9279 3.6457 0.3219
H -6.4767 3.5852 2.7768
H -1.6872 2.6803 6.5328
H 3.6871 0.5227 -0.7150
H -0.2763 3.5738 -5.3898
H -4.4361 4.7518 1.4386
H 2.0775 -1.1368 7.4616
H 3.0474 1.9183 -5.6820
H 1.2542 -1.4276 -6.7146
H -1.0096 -6.7915 1.0675
H -0.4446 -3.4912 3.9622
H 0.7852 -2.4640 -4.5424
H 6.8288 1.1315 1.9220
H -0.9217 3.9851 -0.4691
H -6.8068 -7.1182 3.8078
H -3.2383 3.7160 0.9937
H 2.5821 -0.5826 0.0130
H -1.5844 4.4721 -7.5486
H 2.2842 5.4096 -8.4884
H -2.9516 2.8925 3.0009
H -0.0723 -4.2828 6.0321
H 0.1313 7.0006 -2.1665
H -7.7236 -6.1116 4.8321
H 1.7438 1.0525 -6.1884
H 3.3471 -0.4402 2.1430
H -1.0648 -5.1892 0.1298
H -5.9622 -4.6936 1.0315
H -0.0015 7.6616 2.6559
H 0.5955 -2.0256 7.5756
H -0.0359 3.1296 6.4723
H 3.3228 3.0753 -0.3349
H 4.6668 -5.1898 -7.1337
H 4.0759 -3.2723 -5.5495
H -1.9040 -4.1254 2.1721
H 3.2412 4.2254 -5.6419
H -5.3737 1.5349 4.4948
H -1.0607 7.3748 0.5133
H -7.4221 -4.2240 2.8626
H 2.6289 -1.9817 -7.6183
H 1.9054 5.3813 -6.1955
H -3.8345 -5.0113 0.6233
H 3.5352 -2.7482 1.2288
H -1.5083 6.4563 -1.5715
H 4.0762 -3.7814 -7.9278
H 1.3976 6.7556 2.2118
H 5.6524 1.3638 -0.8983
H 2.8578 -3.1042 5.9772
H -0.3690 5.2978 -2.2939
H 0.5999 -5.3877 -8.3898
H -5.4705 -3.2932 3.4147
H -3.3787 1.2322 0.8628
H -1.4350 5.7206 2.9836
H 2.7434 0.0705 5.5516
H 3.2515 3.1657 -7.6873
H 3.7409 3.3930 -2.0093
H 1.9948 4.8618 -2.3645
H 1.2286 3.6065 -1.2695
H 0.6035 -4.9758 -5.8099
H 5.1879 -2.8689 1.4921
H -3.7312 -3.3424 3.7621
H 2.6249 -6.3070 -7.2109
H 5.8290 -3.4778 -0.6000
H -4.1931 -0.8978 1.7432
H -4.4259 -3.0644 2.0188
H 2.1659 4.2406 -9.7462
H -5.5142 -6.3994 5.6793
H 3.9097 1.5645 1.1545
H -2.9478 -0.0217 3.5209
H -4.2968 -0.6490 4.2478
H 0.3223 1.7504 4.4278
H 2.9405 -1.2530 -6.1082
H 0.1001 5.2189 3.5891
H 4.2700 -5.1457 0.8005
H -0.5112 -1.0925 4.1072
H 1.3581 -4.8461 5.1135
H -1.7687 5.2997 0.2599
H 1.7788 -0.2973 -4.0243
H -9.3509 3.4526 0.7959
H 4.4684 -5.6992 -0.8684
H -8.7577 3.4983 2.4097
H 0.5382 7.9725 0.2354
H -5.6336 -4.7417 5.2546
H 0.5045 3.7730 1.5954
H -0.0315 -5.3713 1.4833
H -8.0066 -5.7861 2.3003
H -1.1728 3.6071 1.8965
H 1.2024 -3.0292 3.5655
H 7.2948 0.9574 -0.4269
H -0.0981 5.4313 -9.4411
H 3.0518 -4.7804 -0.3765
H 2.5696 -1.4625 4.5257
H -0.4667 0.1560 7.0327
H 0.0595 -3.4375 -6.4928
H 0.7848 -4.7735 -1.4731
H 4.3238 -3.0418 -1.4124
H 1.2984 -3.0856 -1.6956
H 1.0388 0.9425 6.6868
H 2.1559 -4.0324 7.1816
H 1.1193 0.5250 -2.5654
H -4.2640 -6.8996 3.6023
H -3.4587 -5.6253 4.4285
H -0.1944 3.8203 -9.4158
H -1.9109 -5.6204 3.0263
H -5.0152 1.2615 0.2923
H 2.4925 -4.4642 -3.1269
H 1.4473 -3.9460 -8.6155
H 1.7218 4.4837 -4.7012
H -6.5600 1.8021 2.6430
H 1.8810 5.1149 0.6600
H -9.0810 1.9993 1.6742
H 0.1719 1.7802 -4.4188
H -7.2055 1.8484 0.3682
H -4.3453 3.5378 3.8083
H 2.4698 3.1373 3.4855
H -5.6836 -0.2578 2.2076
H 1.7855 2.2577 -8.2459
H 2.1963 6.3764 -0.5314
H 1.4439 2.6509 -3.5730
H 3.4804 -1.1504 -1.4176
H 3.2746 -4.8943 -5.1775
H -0.3393 5.4625 -6.8249
H -4.6854 3.7113 -0.0242
H 1.1969 -5.1147 -3.9025
```

Mulliken atomic charge list, values in e, 99 entries: S -0.51; S 0.43; F 0.01; F -0.24; O -0.13; O -0.64; O -0.54; O -0.76; O 0.09; O 0.16; O -0.24; N 0.25; N 0.37; N 0.53; N 1.12; N 0.21; N 0.49; N 0.58; N 0.38; C 3.14; C -0.86; C -0.96; C -1.40; C -0.62; C 0.35; C -0.99; C -0.88; C -0.76; C -1.26; C -0.73; C -0.93; C -1.64; C -1.69; C 0.48; C -1.34; C -0.99; C -0.38; C -0.22; C 0.39; C -1.06; C 1.39; C -0.88; C -0.29; C -0.67; C -0.67; C -0.79; C -1.37; C 0.71; C -0.91; C -0.96; C -0.52; C -1.57; C -1.15; C -0.70; C -0.22; C -0.61; C -0.70; C -0.52; C -1.21; C -1.07; C -0.71; C -0.72; C 0.52; C 0.92; C -0.60; C -0.66; C -1.33; C -0.78; C 0.26; C -0.73; C -0.60; C -0.72; C -0.91; C -1.81; C -0.66; C 0.97; C -0.45; C -0.55; C -1.82; C -0.01; C -1.04; C -0.77; C -0.84; H 0.43; H 0.41; H 0.50; H 0.41; H -1.01; H -0.03; H 0.74; H 0.47; H 0.52; H 0.68; H 0.49; H 0.68; H 0.54; H 0.40; H 0.25; H 0.49